one:
The following is a quantum chemistry calculation of an isolated molecule of C2H8N2O3, from the OMol25 dataset.

As for the HOMO energy: -9.11 eV. As for the gap between HOMO and LUMO: 9.878 eV. As for the structure (SMILES): CN(O)C(N)(O)O.

ORCA input file:
```
! RIJCOSX wB97M-V def2-TZVPD def2/J DEFGRID3
* xyz 0 1
C 0.7711 -0.2555 0.0204
C -1.7129 -0.2624 -0.0064
N -0.4818 0.0394 -0.7140
N 0.9468 0.4784 1.2425
O -0.4934 1.4759 -1.0302
O 0.7233 -1.6007 0.3438
O 1.7767 0.0419 -0.8956
H -0.1273 0.8967 -1.8571
H 1.4050 -2.1074 -0.1042
H 2.1805 0.8981 -0.6710
H 0.4969 0.0205 2.0241
H 0.5863 1.4214 1.1654
H -1.6800 -1.2967 0.3305
H -2.5382 -0.1456 -0.7052
H -1.8530 0.3962 0.8570
*
```

=====

two:
The following is a quantum chemistry calculation of C2H8N2O3 as an isolated structure, from the OMol25 dataset.

As for the HOMO energy: -7.94 eV. As for the gap between HOMO and LUMO: 8.740 eV.

ORCA input file:
```
! RIJCOSX wB97M-V def2-TZVPD def2/J DEFGRID3
* xyz 0 1
C -0.2975 0.7391 -0.9665
O 0.0547 1.8949 -0.2284
O 0.6096 0.4339 -2.0022
H 1.4278 0.1175 -1.5990
H 0.9751 2.1597 -0.3774
H -1.2351 0.9706 -1.4888
H -1.4322 -0.9025 -0.8128
C -0.2323 -0.6060 0.4239
N 1.1122 -0.9358 0.5790
N -0.8251 0.0003 1.5187
O -0.9726 -1.5799 -0.1864
H -1.6997 -0.3708 1.8604
H 1.4382 -1.1218 1.5174
H 1.4309 -1.6355 -0.0773
H -0.3540 0.8362 1.8396
*
```

=====

What are the relative energies? In hartree: one 0.0276; two 0.0000.

=====

one:
The following is a quantum chemistry calculation of C2H3FINO as an isolated structure, from the OMol25 dataset.

As for the HOMO energy (spin up / spin down): -8.38 / -8.38 eV. As for the gap between HOMO and LUMO (spin up / spin down): 8.193 / 8.193 eV.

ORCA input file:
```
! RIJCOSX wB97M-V def2-TZVPD def2/J DEFGRID3
* xyz 0 1
C 0.3868 -0.2074 0.6217
C 0.6610 -0.7677 -0.7826
N -1.2480 0.8750 0.4132
O 0.5547 -0.4265 1.7504
F 0.5635 0.2150 -1.8049
I -1.5639 1.5667 2.1705
H -0.0198 -1.6007 -1.0995
H 1.7072 -1.2488 -0.9876
H -1.0415 1.5945 -0.2812
*
```

=====

two:
The following is a quantum chemistry calculation of C2H3FINO as an isolated structure, from the OMol25 dataset.

As for the HOMO energy: -9.36 eV. As for the gap between HOMO and LUMO: 9.244 eV.

ORCA input file:
```
! RIJCOSX wB97M-V def2-TZVPD def2/J DEFGRID3
* xyz 0 1
C 0.3709 0.4943 0.0019
C -1.1176 0.1977 -0.0387
N 1.0335 -0.6947 0.0731
O 1.0608 1.4857 0.0713
F -1.8818 1.3662 -0.0527
I 2.9735 -0.6294 -0.0134
H -1.5360 -0.2060 0.9729
H -1.3140 -0.5227 -0.8410
H 0.4105 -1.4913 -0.1733
*
```

=====

What are the relative energies? In hartree: one 0.0687; two 0.0000.

=====

one:
The following is a quantum chemistry calculation of a 5-piece molecular cluster, C15H45O20P5 overall, from the OMol25 dataset.

As for the HOMO energy: -10.19 eV. As for the gap between HOMO and LUMO: 10.579 eV. As for the structure (SMILES): COP(=O)(OC)OC.COP(=O)(OC)OC.COP(=O)(OC)OC.COP(=O)(OC)OC.COP(=O)(OC)OC.

ORCA input file:
```
! RIJCOSX wB97M-V def2-TZVPD def2/J DEFGRID3
* xyz 0 1
C 4.3370 -1.0826 1.9982
O 4.1800 0.2624 2.4642
P 4.0280 1.4414 1.3512
O 5.2630 1.5544 0.5172
O 2.7450 0.9464 0.4582
C 2.4710 1.3664 -0.8548
O 3.7040 2.7854 2.0772
C 4.5840 3.9204 1.8962
H 3.8420 -1.8026 2.6742
H 5.3320 -1.6156 1.9172
H 3.7760 -1.2106 1.1632
H 1.7480 0.8924 -1.2718
H 3.2810 1.3464 -1.3418
H 2.1020 2.3744 -0.7088
H 4.7930 4.1244 0.8032
H 5.5050 3.7564 2.3132
H 4.0310 4.7344 2.2332
C 0.1580 -2.0816 1.1892
O -0.9460 -1.4196 0.5282
P -1.2700 0.0324 0.7212
O -0.8990 0.8504 -0.4458
O -2.9240 -0.0296 0.8802
C -3.7890 -0.8176 0.1932
O -0.7810 0.6374 2.0712
C -0.2120 1.9514 2.0902
H 1.1200 -1.6896 1.0532
H 0.1670 -3.1526 1.1842
H -0.0940 -1.7766 2.2672
H -3.7980 -1.8286 0.3432
H -3.3930 -0.9616 -0.8158
H -4.7360 -0.4886 0.3582
H 0.2330 2.3054 1.2792
H 0.5740 2.0864 2.9582
H -1.0130 2.7504 2.1312
C -2.3930 -3.7496 -5.8228
O -1.3680 -2.9356 -6.1128
P -0.9910 -1.6076 -5.3028
O -0.4020 -0.5016 -6.1008
O -2.2930 -1.0996 -4.5608
C -3.0270 0.0294 -4.9678
O 0.0770 -2.0356 -4.2048
C 0.1890 -1.2056 -2.9188
H -2.4850 -4.7486 -6.2478
H -3.3260 -3.1046 -5.9398
H -2.3320 -3.9776 -4.7148
H -3.2310 0.0394 -6.0558
H -2.5300 0.8764 -4.5508
H -3.8530 0.0134 -4.3168
H -0.6110 -1.3326 -2.1218
H 0.2120 -0.1456 -3.2018
H 1.1690 -1.6966 -2.3888
C -0.1840 2.6544 -4.2498
O -0.5150 2.4154 -2.9478
P -1.2890 3.5264 -2.0688
O -0.3650 4.3084 -1.1848
O -2.1170 4.5204 -2.9998
C -1.8610 6.0244 -2.9468
O -2.6070 2.9854 -1.2868
C -3.6650 2.3924 -1.9328
H 0.4710 1.7744 -4.4788
H 0.3310 3.5264 -4.2048
H -0.9110 2.9514 -4.9468
H -2.0800 6.2424 -1.7228
H -2.6780 6.5014 -3.6178
H -0.8550 5.9154 -3.3788
H -3.4530 1.4404 -2.3068
H -4.2030 3.0004 -2.7738
H -4.2880 2.2444 -0.9448
C -0.0290 -4.0146 7.7462
O 0.3740 -4.6026 6.6052
P 0.8320 -3.6046 5.4032
O 2.2600 -3.2816 5.6182
O 0.5530 -4.1386 3.9562
C 1.5730 -4.6506 3.1912
O -0.0060 -2.2416 5.5002
C 0.4940 -0.9206 5.1002
H 0.9560 -4.0926 8.4882
H -0.9920 -4.6446 8.3572
H -0.5500 -3.1586 7.8622
H 2.1600 -5.4816 3.7512
H 2.3170 -3.8596 3.1522
H 1.1210 -4.9756 2.1762
H 1.1400 -1.0196 4.2002
H 1.3780 -0.5696 5.5792
H -0.2380 -0.1446 5.1602
*
```

=====

two:
The following is a quantum chemistry calculation of a 5-piece molecular cluster, C15H45O20P5 overall, from the OMol25 dataset.

As for the HOMO energy: -10.51 eV. As for the gap between HOMO and LUMO: 11.211 eV. As for the structure (SMILES): COP(=O)(OC)OC.COP(=O)(OC)OC.COP(=O)(OC)OC.COP(=O)(OC)OC.COP(=O)(OC)OC.

ORCA input file:
```
! RIJCOSX wB97M-V def2-TZVPD def2/J DEFGRID3
* xyz 0 1
C -6.1117 6.4863 -0.7017
O -6.9694 6.2891 -1.8352
P -8.6253 6.4986 -1.7162
O -9.1607 5.7185 -0.5865
O -8.7675 8.1473 -1.7701
C -8.3849 8.9458 -0.6045
O -9.2317 6.0268 -3.1939
C -10.6579 6.0247 -3.3324
H -6.6092 6.2957 0.2492
H -5.8512 7.5390 -0.5910
H -5.2026 5.8936 -0.6007
H -8.4618 8.4331 0.3543
H -8.8412 9.9284 -0.7249
H -7.3102 9.1117 -0.6796
H -10.8952 6.4667 -4.3000
H -11.3219 6.5614 -2.6548
H -11.1800 5.0680 -3.3376
C -1.2190 -0.1669 1.5384
O -0.0537 -0.2823 2.2436
P 0.5087 0.9373 3.2773
O -0.4183 1.9688 3.6501
O 1.8379 1.5815 2.6229
C 2.3944 2.7116 3.2111
O 1.1225 0.0902 4.5332
C 0.4469 0.2304 5.7286
H -1.8298 0.4776 2.1705
H -1.8915 -1.0173 1.4263
H -1.0315 0.2825 0.5632
H 1.6650 3.5186 3.1405
H 3.3500 2.9846 2.7634
H 2.6476 2.4927 4.2485
H 1.1286 0.6873 6.4460
H 0.1680 -0.7741 6.0469
H -0.5153 0.7232 5.5895
C 11.9303 -4.0583 7.9855
O 11.9600 -2.6139 7.8954
P 12.6876 -1.8626 6.6855
O 12.9202 -2.6787 5.4334
O 13.9881 -1.1736 7.3505
C 13.9206 -0.7441 8.6528
O 11.6069 -0.6792 6.3800
C 10.9634 -0.5166 5.0606
H 11.0386 -4.6533 8.1829
H 12.4772 -4.4037 8.8628
H 12.4321 -4.4915 7.1203
H 14.5635 0.1354 8.6867
H 14.4270 -1.5699 9.1526
H 12.9544 -0.3727 8.9941
H 11.5250 0.2977 4.6028
H 9.9649 -0.3030 5.4421
H 10.9713 -1.4148 4.4432
C 7.6992 -2.8426 -3.5015
O 7.5325 -1.4466 -3.6297
P 7.3767 -0.8096 -5.1668
O 8.0498 -1.5789 -6.2170
O 5.7725 -0.7887 -5.2732
C 4.9891 -0.0157 -4.4293
O 7.7048 0.7476 -4.9499
C 9.0926 1.2146 -4.7545
H 8.0467 -3.3675 -4.3914
H 6.7954 -3.3316 -3.1382
H 8.4397 -2.8497 -2.7017
H 4.5252 0.8697 -4.8639
H 5.5257 0.2001 -3.5054
H 4.2244 -0.7228 -4.1079
H 8.9396 1.6296 -3.7583
H 9.1984 2.1231 -5.3475
H 9.7855 0.3851 -4.8955
C -11.3782 -5.1583 -7.1457
O -11.9666 -5.0863 -5.8251
P -11.6319 -6.1511 -4.7131
O -11.5056 -7.5651 -5.1489
O -10.2525 -5.4296 -4.1661
C -10.2543 -4.1653 -3.6663
O -12.5612 -5.8489 -3.4225
C -13.5236 -6.8097 -3.1308
H -11.9874 -5.7786 -7.8031
H -10.4179 -5.6711 -7.0914
H -11.2753 -4.2194 -7.6897
H -9.7295 -4.1515 -2.7111
H -11.1756 -3.5894 -3.5798
H -9.6424 -3.4410 -4.2040
H -14.4168 -6.2804 -2.7988
H -13.1405 -7.4980 -2.3775
H -13.8979 -7.3503 -4.0001
*
```

=====

What are the relative energies? In hartree: one 0.2053; two 0.0000.

=====

one:
The following is a quantum chemistry calculation of a 2-piece molecular cluster, CH3ClOS overall, from the OMol25 dataset.

As for the HOMO energy (spin up / spin down): -11.07 / -9.22 eV. As for the gap between HOMO and LUMO (spin up / spin down): 9.184 / 5.566 eV.

ORCA input file:
```
! RIJCOSX wB97M-V def2-TZVPD def2/J DEFGRID3
* xyz 0 1
C 0.6556 -0.2519 -0.1047
O -0.3935 1.9308 0.6503
S -0.3368 1.1120 -0.5479
Cl -2.5888 -1.2976 -0.0011
H 0.3844 -0.5114 0.9299
H 1.5837 0.1287 -0.0135
H 0.6954 -1.1107 -0.9130
*
```

=====

two:
The following is a quantum chemistry calculation of a 2-piece molecular cluster, CH3ClOS overall, from the OMol25 dataset.

As for the HOMO energy (spin up / spin down): -9.49 / -9.49 eV. As for the gap between HOMO and LUMO (spin up / spin down): 7.404 / 7.447 eV.

ORCA input file:
```
! RIJCOSX wB97M-V def2-TZVPD def2/J DEFGRID3
* xyz 0 1
C -0.3322 -0.6041 0.4399
O -0.7849 0.6942 0.5435
S 0.2289 2.0595 -1.0451
Cl 1.6016 0.6467 -1.2411
H 0.6822 -0.5994 -0.0586
H -1.0815 -1.2764 -0.1437
H -0.3141 -0.9206 1.5051
*
```

=====

What are the relative energies? In hartree: one 0.0000; two 0.0243.